# C21H26N2O6S

The molecule C21H26N2O6S in a non-equilibrium geometry (ωB97M-V/def2-TZVPD, the OMol25 dataset).

```
56
Properties=species:S:1:pos:R:3
O -4.1203 -2.9640 -0.3570
C -2.9443 -2.7704 -0.5614
C -1.8949 -3.8191 -0.1607
O -0.5525 -3.3605 -0.2337
C -0.1452 -2.5480 0.7580
O -0.8603 -2.1969 1.6620
C 1.2680 -2.1208 0.5950
C 2.0404 -2.5376 -0.4881
C 3.3460 -2.0968 -0.6043
C 3.8650 -1.2514 0.3581
S 5.5449 -0.6459 0.1498
O 6.3304 -1.6935 -0.4241
O 5.9649 -0.0150 1.3623
N 5.4382 0.5467 -1.0097
C 4.7710 1.7695 -0.6289
C 3.2816 1.6367 -0.5524
C 2.3718 2.1068 0.3466
C 1.1046 1.6492 -0.0924
C 1.3382 0.9323 -1.2212
O 2.6526 0.9193 -1.5122
C 3.1177 -0.8431 1.4455
C 1.8106 -1.2781 1.5641
N -2.4439 -1.6853 -1.1774
C -3.2356 -0.5111 -1.4608
C -2.8492 0.6672 -0.5587
C -3.1331 0.3498 0.9104
C -2.7789 1.5334 1.8055
C -3.5325 2.7866 1.3720
C -3.2371 3.1063 -0.0899
C -3.6115 1.9244 -0.9793
H -1.9625 -4.6718 -0.8391
H -2.1327 -4.1427 0.8578
H 1.6161 -3.2010 -1.2252
H 3.9776 -2.4089 -1.4212
H 5.1669 0.1814 -1.9091
H 5.1620 2.0397 0.3537
H 5.0502 2.5488 -1.3476
H 2.5760 2.7058 1.2093
H 0.1605 1.8320 0.3770
H 0.6891 0.4073 -1.8935
H 3.5749 -0.1975 2.1781
H 1.1911 -0.9789 2.3955
H -1.4446 -1.5978 -1.2806
H -3.1031 -0.2378 -2.5132
H -4.2779 -0.7912 -1.2950
H -1.7741 0.8538 -0.6801
H -4.1927 0.1124 1.0239
H -2.5614 -0.5251 1.2256
H -3.0214 1.2915 2.8414
H -1.7031 1.7200 1.7554
H -3.2478 3.6310 2.0030
H -4.6051 2.6229 1.4951
H -3.7968 3.9914 -0.3988
H -2.1732 3.3273 -0.2082
H -3.3905 2.1607 -2.0230
H -4.6839 1.7357 -0.8982
```

Calculated values
- orbital gap (eV) = 8.7
- SMILES = O=C(COC(=O)c1ccc(S(=O)(=O)NCc2ccco2)cc1)NCC1CCCCC1
- charge = 0
- ΔE to the lowest compared entry with this formula, charge and spin (kJ/mol) = 39.1
- E_HOMO (eV) = -9.11

Löwdin atomic charge list, values in e, 2 entries: 0.077, -0.481



# C21H26N3RuSSi

C21H26N3RuSSi as an isolated structure (ωB97M-V/def2-TZVPD, the OMol25 dataset).

```
53
Properties=species:S:1:pos:R:3
Ru 0.8975 -0.5922 -0.2394
S 2.1586 -2.1719 -0.9505
C 2.8568 -2.1751 0.6840
C 3.8382 -2.9794 1.2014
C 4.1582 -2.7924 2.5479
C 3.4854 -1.8348 3.2849
C 2.5050 -1.0696 2.6690
N 2.2009 -1.2352 1.3817
H 4.3297 -3.7277 0.5948
H 4.9232 -3.4024 3.0100
H 3.7058 -1.6767 4.3309
H 1.9509 -0.3206 3.2210
N 0.9841 4.4410 0.0417
C 1.0719 3.6521 1.3212
C 0.5695 2.2313 1.1054
N 1.2918 1.5311 0.0132
C 1.1981 2.3264 -1.2393
C 1.7160 3.7470 -1.0770
H 1.3756 5.3766 0.1844
H 0.0040 4.5846 -0.2166
H 0.4785 4.1620 2.0784
H 2.1185 3.6782 1.6258
H -0.4959 2.2197 0.8625
H 0.6935 1.6775 2.0341
H 2.2784 1.4820 0.2755
H 0.1496 2.3253 -1.5451
H 1.7722 1.8349 -2.0222
H 1.5724 4.3224 -1.9900
H 2.7747 3.7693 -0.8166
C -3.2426 -3.7309 -4.1689
C -1.9023 -3.4084 -4.3799
C -1.2316 -2.6408 -3.4518
C -1.9078 -2.1920 -2.3001
C -3.2642 -2.5188 -2.0991
C -3.9225 -3.2885 -3.0375
Si -1.0711 -1.2260 -1.0720
C -1.8011 -0.2857 0.3388
C -1.4444 -0.6505 1.6517
C -1.9195 0.0866 2.7381
C -2.7505 1.1738 2.5223
C -3.1175 1.5421 1.2214
C -2.6409 0.8319 0.1374
H -3.7654 -4.3370 -4.8976
H -1.3931 -3.7604 -5.2665
H -0.1891 -2.3879 -3.6150
H -3.7925 -2.1784 -1.2146
H -4.9620 -3.5491 -2.8932
H 0.2541 -0.2605 -1.7400
H -0.8855 -1.5606 1.8351
H -1.6809 -0.2236 3.7473
H -3.1523 1.7204 3.3662
H -3.8090 2.3610 1.0684
H -2.9713 1.1001 -0.8613
```

Calculated values
- orbital gap (eV) = 6.6
- charge = +3
- ΔE to the lowest compared entry with this formula, charge and spin (kJ/mol) = 0.0
- E_HOMO (eV) = -17.25

Löwdin atomic charge list, values in e, 2 entries: 0.675, 0.799



# C21H26N6O4S

The molecule C21H26N6O4S in a non-equilibrium geometry (ωB97M-V/def2-TZVPD, the OMol25 dataset).

```
58
Properties=species:S:1:pos:R:3
C 1.9297 0.9893 3.1684
C 3.1281 0.0486 3.1797
C 4.1052 0.3379 2.0369
N 3.4541 0.2577 0.7562
C 3.0395 1.2754 -0.0220
S 3.2766 2.9569 0.3441
C 2.5548 3.6464 -1.1752
C 1.2081 3.0308 -1.5630
O 0.9307 2.8547 -2.7256
N 0.3857 2.8276 -0.5036
C -0.7978 2.0821 -0.4629
C -1.4212 1.5949 -1.6070
C -2.5685 0.8370 -1.4926
C -3.1242 0.5544 -0.2459
N -4.2875 -0.2185 -0.2040
C -5.0227 -0.6109 0.8768
O -4.7486 -0.3502 2.0260
C -6.2583 -1.4033 0.4803
C -7.3329 -0.4727 -0.0828
C -2.5039 1.0510 0.8975
C -1.3534 1.8044 0.7835
N 2.3859 0.8857 -1.1021
C 2.3574 -0.4601 -1.0181
C 3.0121 -0.8923 0.1254
C 3.1426 -2.2774 0.4549
O 3.7037 -2.7508 1.4254
N 2.5203 -3.0798 -0.5082
C 2.5669 -4.5194 -0.3093
C 1.8379 -2.6720 -1.6470
O 1.3211 -3.4718 -2.3945
N 1.7770 -1.3157 -1.8916
C 1.0644 -0.8320 -3.0557
H 2.2585 2.0266 3.2049
H 1.3320 0.8420 2.2703
H 1.2941 0.7963 4.0284
H 3.6732 0.1522 4.1183
H 2.7933 -0.9864 3.0979
H 4.9122 -0.3987 2.0568
H 4.5206 1.3454 2.1312
H 2.4420 4.7156 -0.9886
H 3.2532 3.4932 -1.9971
H 0.7578 3.0652 0.4083
H -1.0029 1.8092 -2.5755
H -3.0435 0.4600 -2.3878
H -4.6251 -0.5090 -1.1114
H -5.9939 -2.1655 -0.2559
H -6.6370 -1.8981 1.3748
H -7.5977 0.2809 0.6550
H -6.9865 0.0348 -0.9812
H -8.2265 -1.0399 -0.3320
H -2.9248 0.8415 1.8660
H -0.8790 2.1830 1.6783
H 3.1319 -4.7070 0.6007
H 1.5550 -4.9131 -0.2178
H 3.0492 -4.9939 -1.1633
H 1.4441 -1.3299 -3.9474
H 0.0013 -1.0550 -2.9571
H 1.2159 0.2426 -3.1199
```

Calculated values
- orbital gap (eV) = 8.4
- SMILES = CCCn1c(SCC(=O)Nc2ccc(NC(=O)CC)cc2)nc2c1c(=O)n(C)c(=O)n2C
- charge = 0
- ΔE to the lowest compared entry with this formula, charge and spin (kJ/mol) = 0.0
- E_HOMO (eV) = -8.04

Löwdin atomic charge list, values in e, 2 entries: -0.100, -0.211



# C21H26NO2

An isolated ion of composition C21H26NO2 and charge +1 in a non-equilibrium geometry (ωB97M-V/def2-TZVPD, the OMol25 dataset).

```
50
Properties=species:S:1:pos:R:3
C -5.0927 4.0732 -0.7327
O -5.2525 2.7508 -0.1662
C -4.2373 1.8507 -0.2932
C -4.2904 0.6791 0.5106
C -3.1878 -0.1462 0.5732
C -2.0586 0.0999 -0.2174
C -0.8389 -0.8236 -0.0136
C -0.4757 -1.6242 -1.2663
C 0.3325 -2.7526 -1.1251
C 0.7596 -3.4496 -2.2389
C 0.2799 -3.0862 -3.5033
C -0.6608 -2.0697 -3.6327
C -1.0630 -1.3520 -2.5071
C 0.2860 -0.1117 0.7055
C -0.3166 0.4196 2.0251
C 1.5542 -0.8893 1.0256
N 2.7530 -0.3975 1.2634
C 3.8568 -1.4099 1.4762
C 5.2252 -0.8161 1.8068
O 5.4224 0.4507 1.1746
C 4.4870 1.4071 1.6542
C 3.0437 1.0707 1.2832
C -2.0587 1.1712 -1.1128
C -3.1443 2.0352 -1.1699
H -5.9101 4.6583 -0.3061
H -4.1273 4.5234 -0.4551
H -5.1879 4.0483 -1.8284
H -5.1863 0.4625 1.0906
H -3.1954 -1.0239 1.2354
H -1.2242 -1.5860 0.6710
H 0.6328 -3.0842 -0.1192
H 1.4664 -4.2710 -2.1243
H 0.6453 -3.5876 -4.3903
H -1.0926 -1.8145 -4.5769
H -1.8218 -0.5982 -2.6069
H 0.6181 0.7668 0.1300
H 0.4759 0.8807 2.6269
H -1.0927 1.1815 1.8308
H -0.8040 -0.4229 2.5588
H 1.4307 -1.9612 1.2012
H 3.5485 -2.0912 2.2789
H 3.9747 -1.9805 0.5429
H 5.3586 -0.7409 2.9064
H 6.0059 -1.4588 1.3720
H 4.5758 1.5211 2.7485
H 4.7870 2.3306 1.1474
H 2.8377 1.4853 0.2832
H 2.3690 1.5616 1.9972
H -1.2497 1.2791 -1.8343
H -3.1574 2.8425 -1.8982
```

Calculated values
- orbital gap (eV) = 6.7
- SMILES = COc1ccc([C@@H](c2ccccc2)[C@@H](C)C=[N+]2CCOCC2)cc1
- charge = +1
- ΔE to the lowest compared entry with this formula, charge and spin (kJ/mol) = 295.7
- E_HOMO (eV) = -10.83

Löwdin atomic charge list, values in e, 2 entries: -0.055, -0.085